# 1
{"formula": "C33H65N11Te4W", "method": "wB97M-V/def2-TZVPD", "symbols": ["W", "C", "N", "C", "C", "N", "C", "C", "N", "C", "C", "N", "C", "N", "C", "C", "N", "C", "C", "C", "C", "N", "C", "N", "C", "C", "N", "C", "C", "N", "C", "C", "H", "H", "H", "H", "H", "H", "H", "H", "H", "H", "H", "H", "H", "H", "H", "H", "H", "H", "H", "H", "H", "H", "H", "H", "H", "H", "H", "H", "H", "H", "H", "H", "H", "H", "H", "H", "H", "H", "H", "H", "H", "H", "H", "H", "H", "H", "H", "H", "Te", "Te", "Te", "Te", "C", "C", "C", "C", "C", "C", "C", "C", "C", "C", "C", "C", "N", "H", "H", "H", "H", "H", "H", "H", "H", "H", "H", "H", "H", "H", "H", "H", "H", "H"], "xyz": [[-0.0407, -0.1862, -0.2426], [4.4157, 1.7849, -2.0042], [3.6605, 0.8537, -2.8254], [4.1471, 0.7739, -4.1893], [2.3361, 0.5591, -2.5203], [2.0202, -0.0504, -1.4056], [3.0650, -0.7234, -0.6407], [3.2208, -0.0230, 0.7011], [1.9127, 0.2856, 1.3329], [2.0626, 1.5791, 2.0698], [1.8800, 2.8549, 1.2490], [0.6066, 3.4260, 1.5915], [0.4601, 4.6912, 1.7468], [-0.6062, 5.1776, 2.4594], [-1.2830, 4.3411, 3.4342], [-1.3412, 6.3485, 2.0161], [1.3104, 5.6425, 1.1923], [1.5963, 6.9041, 1.8352], [1.7448, 5.5158, -0.1800], [1.5755, -0.7016, 2.3732], [1.5565, -2.1244, 1.8857], [0.7943, -2.2712, 0.6385], [0.5635, -3.5168, 0.3095], [0.1567, -3.9261, -0.9078], [0.1558, -3.0772, -2.0822], [-0.4657, -5.2324, -1.1008], [0.7981, -4.5330, 1.2591], [1.8838, -5.4611, 1.0528], [-0.2995, -4.9618, 2.1004], [1.3953, 0.9596, -3.4001], [1.5574, 2.1589, -4.2018], [0.2906, 0.1237, -3.8271], [4.4173, 2.7848, -2.4553], [5.4526, 1.4555, -1.9070], [3.9745, 1.8679, -1.0166], [5.1916, 0.4568, -4.1622], [4.1045, 1.7316, -4.7176], [3.5809, 0.0310, -4.7480], [4.0194, -0.7665, -1.1684], [2.7459, -1.7519, -0.4802], [3.7303, 0.9250, 0.5447], [3.8502, -0.6020, 1.3862], [3.0493, 1.5523, 2.5493], [1.3168, 1.6063, 2.8607], [1.9230, 2.5689, 0.1845], [2.7100, 3.5533, 1.4242], [-1.1344, 4.7327, 4.4468], [-0.8975, 3.3285, 3.3680], [-2.3519, 4.3083, 3.2174], [-0.9146, 6.7361, 1.0945], [-1.3333, 7.1430, 2.7702], [-2.3773, 6.0689, 1.8110], [1.2458, 6.8800, 2.8640], [1.1212, 7.7506, 1.3257], [2.6766, 7.0791, 1.8403], [1.3341, 4.6053, -0.6118], [2.8379, 5.4887, -0.2610], [1.3828, 6.3631, -0.7738], [0.5949, -0.4212, 2.7576], [2.2956, -0.6343, 3.2010], [1.1388, -2.7310, 2.6876], [2.5809, -2.4845, 1.7362], [0.0514, -2.0336, -1.7962], [1.0654, -3.2273, -2.6720], [-0.7100, -3.3230, -2.6933], [-0.0159, -5.9951, -0.4778], [-0.3311, -5.5244, -2.1406], [-1.5364, -5.1782, -0.8884], [2.6240, -5.0254, 0.3816], [1.5702, -6.4274, 0.6337], [2.3747, -5.6658, 2.0084], [-1.1025, -4.2273, 2.0573], [0.0283, -5.0589, 3.1405], [-0.7088, -5.9293, 1.7810], [1.8677, 1.9355, -5.2270], [2.2714, 2.8393, -3.7429], [0.5918, 2.6655, -4.2409], [-0.6242, 0.7154, -3.8831], [0.1296, -0.6651, -3.1074], [0.5092, -0.3010, -4.8139], [-0.7436, 2.1502, -1.0398], [-4.0651, 2.7432, -3.3199], [-4.4465, 3.7061, 0.8593], [-3.5904, 1.9393, -0.8601], [-1.6958, -1.9703, 3.7145], [-2.7681, -1.3690, 2.8051], [-2.5875, 0.1405, 2.6500], [-2.9712, -2.2178, 1.5452], [-3.6562, -3.4080, 1.7737], [-4.0177, -4.2534, 0.7439], [-3.8186, -3.8188, -0.5534], [-3.1893, -2.6155, -0.8582], [-3.4859, -2.1557, -2.2938], [-4.9213, -1.5986, -2.2671], [-2.5708, -1.1720, -3.0224], [-2.5988, -1.8822, 0.2149], [-1.6148, -0.9248, 0.0121], [-1.6435, -1.4241, 4.6587], [-0.7210, -1.9155, 3.2361], [-1.9018, -3.0190, 3.9374], [-3.7209, -1.4859, 3.3326], [-1.6392, 0.4167, 2.1968], [-2.6428, 0.6059, 3.6374], [-3.3870, 0.5748, 2.0480], [-3.9181, -3.6644, 2.7951], [-4.5189, -5.1918, 0.9434], [-4.2263, -4.4019, -1.3728], [-3.5194, -3.0769, -2.8857], [-4.9806, -0.7279, -1.6131], [-5.6268, -2.3436, -1.8969], [-5.2251, -1.2851, -3.2664], [-2.0805, -0.4852, -2.3416], [-3.1532, -0.5705, -3.7211], [-1.8040, -1.6907, -3.5986]], "lowdin_charge": [1.01, -0.04, -0.17, -0.06, -0.40, -0.04, -0.20, -0.17, -0.22, -0.17, -0.28, 0.02, -0.40, -0.15, -0.06, -0.06, -0.17, -0.08, -0.07, -0.22, -0.21, 0.01, -0.36, -0.09, -0.06, -0.01, -0.22, -0.07, -0.05, -0.18, -0.06, -0.10, 0.09, 0.10, 0.06, 0.09, 0.08, 0.10, 0.12, 0.09, 0.09, 0.13, 0.12, 0.11, 0.04, 0.12, 0.08, 0.07, 0.03, 0.08, 0.09, 0.04, 0.09, 0.08, 0.09, 0.04, 0.08, 0.09, 0.09, 0.14, 0.11, 0.12, -0.01, 0.10, 0.09, 0.06, 0.10, 0.08, 0.10, 0.08, 0.09, 0.07, 0.09, 0.09, 0.09, 0.09, 0.09, 0.06, 0.01, 0.10, 0.43, -0.13, -0.04, -0.25, -0.06, -0.35, -0.09, -0.13, -0.07, -0.08, -0.09, -0.14, -0.35, -0.06, -0.11, -0.23, -0.23, 0.09, 0.04, 0.07, 0.13, 0.02, 0.08, 0.04, 0.12, 0.10, 0.12, 0.12, 0.04, 0.08, 0.08, -0.02, 0.05, 0.06], "energy_ev": -82662.4882, "homo_lumo_gap_ev": 5.619}

---

# 2
{"formula": "C33H66BFGaN2O17", "method": "wB97M-V/def2-TZVPD", "symbols": ["N", "B", "O", "Ga", "O", "C", "O", "C", "C", "C", "C", "C", "C", "C", "O", "N", "C", "O", "F", "H", "H", "H", "H", "H", "H", "H", "H", "H", "H", "C", "O", "C", "C", "O", "C", "C", "O", "C", "H", "H", "H", "H", "H", "H", "H", "H", "H", "H", "H", "H", "H", "H", "C", "O", "C", "C", "O", "C", "C", "O", "C", "H", "H", "H", "H", "H", "H", "H", "H", "H", "H", "H", "H", "H", "H", "C", "O", "C", "C", "O", "C", "C", "O", "C", "H", "H", "H", "H", "H", "H", "H", "H", "H", "H", "H", "H", "H", "H", "C", "O", "C", "C", "O", "C", "C", "O", "C", "H", "H", "H", "H", "H", "H", "H", "H", "H", "H", "H", "H", "H", "H"], "xyz": [[4.9208, 2.7363, 5.7596], [3.9631, 2.1800, 4.7480], [2.6947, 2.8275, 4.5509], [4.4762, 0.4444, 3.6643], [6.1776, 0.5422, 2.8073], [6.1303, 0.9968, 1.5363], [7.0428, 0.7126, 0.7690], [5.0137, 1.9230, 0.9553], [5.1720, 3.3735, 0.9779], [4.0784, 4.1793, 0.4069], [2.8542, 3.5741, -0.1431], [2.6805, 2.1020, -0.1532], [3.7907, 1.3194, 0.3877], [4.6145, -1.1672, 5.0037], [5.2711, -2.1283, 4.6571], [3.8779, -1.0695, 6.2865], [3.1737, -2.2522, 6.6503], [2.0766, -2.1576, 7.1454], [3.6865, -3.5133, 6.5131], [5.1486, 3.6854, 5.4413], [4.4808, 2.7375, 6.6850], [2.0080, 2.1398, 4.6271], [3.2503, 0.0922, 2.7024], [6.0852, 3.8545, 1.4076], [4.2127, 5.2866, 0.4218], [2.0191, 4.1910, -0.5423], [1.7757, 1.5785, -0.5333], [3.7400, 0.2020, 0.4282], [3.1452, -0.3542, 6.2100], [-4.0711, 0.9916, 0.3050], [-3.4648, -0.0992, 0.9668], [-2.6681, -0.9184, 0.1224], [-1.3065, -1.2244, 0.7365], [-0.4245, -0.1192, 0.8910], [-0.7976, 0.9053, 1.8111], [-0.8519, 0.4998, 3.2787], [-1.9048, -0.4258, 3.5280], [-1.5052, -1.5519, 4.2922], [-5.0418, 0.6952, -0.1065], [-4.2286, 1.7840, 1.0388], [-3.4366, 1.3969, -0.4908], [-2.5217, -0.4559, -0.8614], [-3.2088, -1.8612, -0.0207], [-0.7935, -1.9096, 0.0553], [-1.4096, -1.7682, 1.6751], [-1.7245, 1.3826, 1.4935], [-0.0252, 1.6751, 1.7176], [-1.0648, 1.3934, 3.8791], [0.1202, 0.1053, 3.5904], [-0.4843, -1.8646, 4.0579], [-2.1736, -2.3785, 4.0383], [-1.6032, -1.3347, 5.3583], [-1.4961, -2.5088, -4.7549], [-2.3622, -1.5422, -5.3184], [-3.0947, -0.7946, -4.3595], [-3.0479, 0.7018, -4.6445], [-1.7756, 1.3261, -4.5113], [-0.7452, 0.9551, -5.4227], [-0.9739, 1.3247, -6.8835], [-2.0491, 0.5898, -7.4554], [-2.9716, 1.3859, -8.1753], [-2.0277, -3.4553, -4.6135], [-0.6728, -2.6696, -5.4526], [-1.0651, -2.1758, -3.8050], [-2.7270, -0.9784, -3.3431], [-4.1369, -1.1299, -4.4108], [-3.6882, 1.1899, -3.9039], [-3.4913, 0.9337, -5.6129], [-0.5007, -0.1008, -5.3137], [0.1440, 1.4981, -5.0887], [-0.0729, 1.0626, -7.4511], [-1.1296, 2.4045, -6.9719], [-3.1083, 2.3696, -7.7173], [-3.9364, 0.8730, -8.1575], [-2.6465, 1.4891, -9.2134], [-5.7814, 4.3108, 4.5060], [-5.5182, 3.2398, 5.3882], [-4.4018, 2.4412, 5.0134], [-3.4664, 2.1743, 6.1862], [-2.7806, 3.3076, 6.7117], [-3.5494, 4.3240, 7.3445], [-4.2564, 3.9276, 8.6356], [-5.2910, 2.9805, 8.4049], [-5.2637, 1.8722, 9.2856], [-6.4484, 3.9854, 3.7010], [-6.2769, 5.1000, 5.0741], [-4.8635, 4.7323, 4.0821], [-3.8338, 2.9061, 4.1990], [-4.7920, 1.4833, 4.6540], [-2.6826, 1.5029, 5.8248], [-3.9729, 1.6289, 6.9823], [-4.2420, 4.7769, 6.6354], [-2.8328, 5.1112, 7.5987], [-4.7326, 4.8214, 9.0575], [-3.5237, 3.5585, 9.3599], [-4.2423, 1.5779, 9.5419], [-5.7344, 1.0301, 8.7729], [-5.8350, 2.0985, 10.1894], [1.9198, -7.1435, -7.0291], [2.5712, -6.0021, -7.5486], [1.7264, -4.8695, -7.6953], [2.3603, -3.6016, -7.1342], [2.5565, -3.5709, -5.7216], [3.4897, -4.4962, -5.1686], [4.9473, -4.3044, -5.5706], [5.1578, -4.5773, -6.9508], [5.9099, -3.5848, -7.6249], [1.4843, -7.7352, -7.8408], [2.6661, -7.7506, -6.5144], [1.1446, -6.8817, -6.3011], [0.7555, -5.0304, -7.2118], [1.5544, -4.7280, -8.7682], [1.6749, -2.7769, -7.3510], [3.2859, -3.3565, -7.6541], [3.1609, -5.5199, -5.3432], [3.4322, -4.3505, -4.0858], [5.5576, -5.0211, -5.0086], [5.2749, -3.2954, -5.3029], [5.6934, -2.5811, -7.2488], [5.6264, -3.6138, -8.6799], [6.9771, -3.8027, -7.5407]], "lowdin_charge": [0.06, -0.57, 0.00, 0.51, -0.10, -0.55, 0.05, -0.14, -0.02, -0.09, -0.09, -0.07, -0.06, -0.42, 0.00, 0.12, -0.50, 0.08, 0.10, 0.05, 0.05, 0.06, -0.02, 0.12, 0.08, 0.08, 0.09, 0.10, 0.11, -0.11, -0.20, -0.19, -0.17, -0.12, -0.17, -0.18, -0.22, -0.10, 0.08, 0.08, 0.09, 0.11, 0.12, 0.13, 0.11, 0.11, 0.12, 0.12, 0.12, 0.09, 0.09, 0.08, -0.10, -0.20, -0.19, -0.18, -0.12, -0.17, -0.19, -0.20, -0.12, 0.09, 0.08, 0.09, 0.11, 0.13, 0.12, 0.11, 0.11, 0.13, 0.13, 0.12, 0.09, 0.09, 0.08, -0.12, -0.20, -0.18, -0.17, -0.11, -0.18, -0.19, -0.20, -0.11, 0.08, 0.08, 0.09, 0.12, 0.13, 0.12, 0.11, 0.11, 0.13, 0.12, 0.12, 0.09, 0.09, 0.08, -0.11, -0.20, -0.19, -0.18, -0.12, -0.17, -0.18, -0.21, -0.11, 0.09, 0.09, 0.09, 0.12, 0.13, 0.12, 0.11, 0.11, 0.13, 0.13, 0.12, 0.09, 0.09, 0.09], "total_charge": -1, "energy_ev": -128843.2275, "homo_lumo_gap_ev": 6.843}